[1]
The following is a DFT calculation (ωB97M-V/def2-TZVPD) of a molecular structure, C45H56N2P2S4SbTeZr.

Element x y z (Å)
Te1 -1.01005 -2.71330 0.50649
Sb1 -3.43000 2.10434 -0.73394
Zr1 -0.33316 0.82841 -1.07550
S1 0.02057 -0.79294 -3.41991
S2 -1.62957 1.97124 -3.34329
S3 -0.09985 3.56011 -0.83551
S4 2.00805 1.60288 -2.34692
P1 0.14167 -0.28204 2.34605
P2 1.51522 -1.02815 -0.21259
N1 -1.40372 1.90280 1.64368
N2 1.10460 -6.99447 1.51953
C1 1.24654 -5.95215 2.32579
C2 -5.03606 2.08191 -2.15325
C3 -1.09586 -0.27845 -4.75194
C4 5.18489 1.63044 0.72039
C5 1.66562 -0.41975 -4.08871
C6 0.34706 -6.84084 0.44618
C7 -4.02321 -0.94462 -1.30300
C8 2.57970 2.06142 4.57792
C9 2.99909 -0.03920 0.18046
C10 4.29518 -0.43717 -0.13761
C11 3.02614 -3.25019 0.05558
C12 -0.98597 4.38998 -2.19812
C13 1.49950 1.59848 3.84918
C14 2.33458 -4.49399 -2.31796
C15 -1.03095 3.67376 -3.53659
C16 2.16380 -2.60131 -0.83871
C17 1.55067 0.33439 3.26098
C18 -2.88388 -0.01263 -0.87768
C19 3.74794 -0.00565 4.16431
C20 0.56560 -1.50787 1.20880
C21 2.23400 3.40175 -2.42535
C22 -0.28089 -5.64638 0.10721
C23 1.61424 4.03185 -1.19384
C24 -1.24198 1.21833 -4.94953
C25 2.67138 -0.46958 3.42806
C26 -4.52373 1.94529 1.10034
C27 3.19986 -5.12076 -1.43693
C28 5.37491 0.39577 0.12637
C29 3.70519 1.25911 4.73189
C30 -1.59128 -1.53860 5.76729
C31 -4.60180 3.26398 1.85203
C32 -3.38134 -1.12750 4.20969
C33 -1.09677 -0.73015 3.55311
C34 -0.66735 -1.13239 4.81956
C35 1.80821 -3.24732 -2.01599
C36 -0.55586 1.03709 1.24352
C37 -2.46160 -0.73417 3.25678
C38 0.66783 -4.71323 2.09585
C39 2.82021 1.22711 0.74605
C40 -5.45540 3.49981 -2.50597
C41 3.53982 -4.49759 -0.24362
C42 3.89631 2.04999 1.03384
C43 2.07824 1.04245 -4.06438
C44 -2.94400 -1.53226 5.46547
C45 -0.10466 -4.56030 0.95144
H1 4.61818 -0.63166 4.30113
H2 3.11408 1.12893 -4.39812
H3 -0.86722 -5.59000 -0.79915
H4 -2.07966 1.41874 -5.61886
H5 -2.05624 -0.73969 -4.51259
H6 -0.35544 1.67281 -5.38713
H7 -2.80804 -0.44516 2.27350
H8 0.83594 -3.89769 2.78761
H9 4.48140 -1.39928 -0.59398
H10 6.37301 0.06317 -0.12202
H11 2.54274 3.03838 5.03835
H12 -0.05306 3.63300 -4.01344
H13 1.85736 -6.11071 3.20860
H14 -2.09586 -0.26460 -1.65562
H15 -4.05661 1.16774 1.70222
H16 4.19477 -4.98920 0.46144
H17 2.04928 -4.98387 -3.23828
H18 -3.72784 -1.99214 -1.21944
H19 3.28453 -2.78910 0.99973
H20 -1.25460 -1.85345 6.74432
H21 0.38449 -1.12342 5.07388
H22 -2.49455 -0.30625 0.10545
H23 -4.71116 1.52931 -3.03658
H24 -4.64565 4.04566 -2.99620
H25 2.70059 -1.45607 2.98294
H26 -3.60780 3.64483 2.08704
H27 6.03480 2.25919 0.94606
H28 3.59777 -6.09786 -1.66842
H29 3.73878 3.00160 1.52425
H30 2.17776 3.76428 -0.30167
H31 -4.43710 -1.12915 3.97870
H32 0.23703 -7.71017 -0.19306
H33 1.82975 3.80650 -3.35183
H34 0.62364 2.22908 3.74958
H35 -1.53348 1.86239 2.66397
H36 -5.51337 1.58640 0.80848
H37 3.30804 3.59879 -2.41895
H38 -5.85322 1.51879 -1.69902
H39 1.82452 1.58722 1.01634
H40 -1.70935 4.20846 -4.20392
H41 1.63989 5.12071 -1.26970
H42 -4.33193 -0.75016 -2.32859
H43 1.69122 -0.81029 -5.10805
H44 -0.51576 5.36827 -2.31480
H45 -5.12842 4.02565 1.27755
H46 -1.98964 4.55959 -1.81151
H47 -5.75207 4.07053 -1.62621
H48 -5.14489 3.14015 2.78833
H49 1.09024 -2.81440 -2.70018
H50 2.35594 -1.02930 -3.50138
H51 -0.75057 -0.75303 -5.67268
H52 -6.30380 3.50276 -3.18849
H53 -3.66362 -1.84283 6.20953
H54 1.46493 1.66262 -4.71309
H55 4.54508 1.61745 5.30943
H56 -4.89248 -0.79130 -0.66238

Summary:
- F_max: 0.9 eV/Å
- Charge: +3
- LUMO energy: -9.2 eV
- Total energy: -127558.4627 eV

---

[2]
The following is a DFT calculation (ωB97M-V/def2-TZVPD) of C4H8OS in the gas phase.

Element x y z (Å)
S1 1.00995 0.75916 0.98399
O1 -2.95932 -1.02457 -0.22052
C1 -0.86320 0.00618 -0.86537
C2 2.68229 0.08567 0.86823
C3 0.41183 0.32570 -0.62173
C4 -1.97208 -0.08815 0.13832
H1 1.15145 0.39096 -1.39971
H2 2.68742 -0.99458 0.79182
H3 -3.43142 -0.63893 -0.95121
H4 3.22516 0.51105 0.02178
H5 -1.53204 -0.41404 1.07079
H6 3.17194 0.35968 1.78995
H7 -1.13048 -0.16771 -1.92140
H8 -2.45151 0.88958 0.31505

Summary:
- F_max: 1.0 eV/Å
- SMILES: CS/C=C\CO
- LUMO energy: 0.9 eV
- Total energy: -17159.4301 eV

---

[3]
The following is a DFT calculation (ωB97M-V/def2-TZVPD) of C4H10N4O in the gas phase.

Element x y z (Å)
O1 0.47286 -0.33328 -1.80679
N1 -0.24371 -1.09112 -0.96134
N2 -0.23607 -1.68315 1.32133
N3 2.01535 0.88210 0.52180
N4 1.02896 1.81157 0.00664
C1 -0.32237 1.78659 0.80535
C2 1.63801 -0.42503 0.40201
C3 0.25623 -1.05314 0.31883
C4 -1.60457 -1.39809 -1.22322
H1 -1.62074 -2.02295 -2.26492
H2 1.33931 2.71495 -0.04993
H3 0.36654 -1.65033 2.16525
H4 -1.95577 -1.91415 -0.25711
H5 -2.26266 -0.57359 -1.29055
H6 -0.76668 2.72111 0.40627
H7 0.42100 0.65593 -1.44297
H8 0.09574 1.83302 1.95170
H9 -1.12131 0.89516 0.73688
H10 2.49990 -1.15560 0.66077

Summary:
- F_max: 6.4 eV/Å
- SMILES: [H]/N=C(\C=N/NC)N(C)O
- LUMO energy: 0.6 eV
- Total energy: -12312.6567 eV

---

[4]
The following is a DFT calculation (ωB97M-V/def2-TZVPD) of a molecular structure, C42H47N9ORbS3Si.

Element x y z (Å)
Rb1 -0.12679 -0.18426 -0.86888
S1 -0.28464 0.91677 -6.16191
S2 -0.25845 -2.65101 3.11989
S3 -2.30792 -1.96654 0.26584
Si1 2.37996 -2.01547 4.88579
O1 -2.37046 -1.76006 -1.22620
N1 2.77372 1.50393 -1.55848
N2 -2.41327 1.63486 -1.37547
N3 2.21398 2.49532 -0.84386
N4 0.04519 -0.00261 -3.81359
N5 1.28253 -2.63369 0.92716
N6 0.93843 -3.42263 -4.87997
N7 -0.39901 3.38140 -0.60100
N8 0.44748 -2.65822 -2.83704
N9 -3.15353 2.45540 -0.61017
C1 0.23398 -1.05020 -4.67491
C2 -2.60515 3.29372 0.41009
C3 1.81718 3.72503 -1.44564
C4 1.58031 -6.61517 -3.10834
C5 1.16585 6.18369 -2.45225
C6 3.40505 6.40739 -3.61365
C7 -3.94328 -1.34789 2.41674
C8 -3.08564 4.53327 2.44562
C9 2.73119 4.41516 -2.21696
C10 1.51835 -5.81003 -4.23004
C11 2.42041 5.65986 -2.75628
C12 2.43837 -2.29843 3.02680
C13 0.50561 4.20093 -1.18565
C14 0.53983 -2.36200 -4.10074
C15 1.13058 -4.49023 -4.02413
C16 -1.30374 3.85566 0.28223
C17 -3.87947 -1.34677 0.89780
C18 -1.86444 5.18064 2.27496
C19 1.93602 -3.56468 5.85387
C20 3.68256 -2.51071 0.96782
C21 2.17276 2.20851 0.47408
C22 3.64363 -2.32244 2.34983
C23 -4.57294 1.53689 -2.02473
C24 2.46954 -2.63567 0.32331
C25 0.88319 -4.81608 -1.63048
C26 2.74118 0.96535 0.64189
C27 1.31701 -0.55217 5.38912
C28 0.24071 5.49506 -1.68956
C29 -0.20190 1.08999 -4.46138
C30 0.13621 -0.73255 -5.99951
C31 -1.01146 4.85921 1.23921
C32 -3.26103 1.08273 -2.22486
C33 4.14698 -1.57886 5.41865
C34 -2.49044 -3.73202 0.55492
C35 -3.43006 3.58969 1.48651
C36 -4.45731 2.42579 -0.98078
C37 -3.98356 4.82072 3.61665
C38 1.26924 -6.12701 -1.82915
C39 3.10003 0.58132 -0.66387
C40 1.23952 -2.50392 2.27463
C41 -3.50570 -4.38954 -0.36055
C42 0.81744 -3.99240 -2.75423
H1 3.64335 5.86172 -4.53067
H2 4.85282 -2.38570 5.20822
H3 1.75716 -6.19496 -5.21330
H4 4.57439 -2.18313 2.89018
H5 4.51415 -0.67234 4.93106
H6 -5.17753 3.06888 -0.50685
H7 1.73572 2.90639 1.16830
H8 -2.89845 0.33991 -2.91813
H9 -4.98068 5.14288 3.30366
H10 1.97863 -3.36152 6.92790
H11 0.26408 -0.82404 5.41085
H12 -4.84420 -0.82628 2.74363
H13 -3.07180 -0.85219 2.84542
H14 0.93673 -3.90755 5.59238
H15 1.14282 -3.39142 -5.86100
H16 2.64856 -4.36412 5.63573
H17 -3.40464 -5.47408 -0.30190
H18 3.70392 3.96373 -2.37975
H19 4.16634 -1.40195 6.49735
H20 -3.91292 -0.33092 0.49666
H21 4.61014 -2.53501 0.41137
H22 3.55847 -0.33815 -0.98949
H23 1.87695 -7.65082 -3.21798
H24 -4.53064 -4.13555 -0.08566
H25 2.86301 0.40714 1.55516
H26 -0.37554 2.03658 -3.96475
H27 2.43825 -2.74783 -0.75979
H28 0.89695 7.16294 -2.83827
H29 4.34909 6.58764 -3.09256
H30 -2.69587 -3.84838 1.61795
H31 -5.46454 1.26871 -2.56428
H32 0.22746 -1.37942 -6.85610
H33 -3.34091 -4.07744 -1.39231
H34 1.42943 0.26796 4.67579
H35 -3.56516 5.61484 4.23685
H36 -4.11356 3.94348 4.25585
H37 3.00287 7.37856 -3.90668
H38 -1.55730 5.93659 2.99136
H39 1.62282 -0.18803 6.37431
H40 -0.05276 5.35895 1.16083
H41 1.33829 -6.79398 -0.97948
H42 -4.69573 -1.90309 0.43121
H43 -1.48115 -4.12121 0.41689
H44 -3.97251 -2.35941 2.82250
H45 -4.37433 3.06261 1.57478
H46 -0.73635 5.92649 -1.50623
H47 0.66035 -4.41249 -0.65018

Summary:
- F_max: 0.8 eV/Å
- Charge: -1
- LUMO energy: 1.7 eV
- Total energy: -100817.8127 eV

---

| no. | HOMO energy (hartree) |
| --- | --- |
| 1 | -0.5371 |
| 2 | -0.3099 |
| 3 | -0.3164 |
| 4 | -0.1340 |